Formula: C41H55N2P2PdS2Si
Source: the OMol25 dataset
Level of theory: the ωB97M-V functional and the def2-TZVPD basis

```
104
Properties=species:S:1:pos:R:3:forces:R:3:lowdin_spin:R:1
Pd -1.21104 -1.38980 0.01466 -0.4165 -0.4718 0.3647 0.817
C 1.16072 -4.19378 -1.63033 -0.3615 0.2437 0.0691 0.058
Si 0.44889 -2.44353 -1.30977 0.4955 0.4013 -0.0376 0.203
C 0.11005 -1.72703 -3.05690 -0.0263 -0.1642 0.1735 0.042
C 0.44114 -2.44708 -4.20710 0.0857 0.0395 0.0129 0.015
C -0.03036 -2.08477 -5.46037 -0.0178 0.0189 -0.0464 0.002
C -0.87386 -0.99240 -5.58233 0.0154 -0.0198 -0.0128 0.011
C -1.19506 -0.24325 -4.45870 -0.0102 0.0107 -0.0170 0.001
C -0.69708 -0.58261 -3.20288 -0.0372 0.0576 -0.1549 0.018
P -1.02206 0.41480 -1.69881 0.2646 -0.1510 -0.1083 0.075
C -2.52213 1.45104 -2.08867 0.1344 -0.1965 0.2946 0.016
C -2.49236 2.53109 -3.19972 0.0843 0.0733 0.0273 0.005
C -2.56457 3.94958 -2.63821 -0.1185 -0.0633 -0.0079 0.000
C -3.87465 4.16887 -1.87247 0.0461 -0.0621 0.0019 0.000
C -4.26707 2.92381 -1.05070 0.0921 0.0711 -0.0279 0.000
C -3.05685 2.03863 -0.76697 -0.1178 0.0204 -0.0307 0.002
C 0.50555 1.49209 -1.68088 -0.3493 0.0360 0.0446 0.009
C 0.98959 2.15704 -2.97002 0.1425 -0.0670 0.0625 0.004
C 2.38199 2.75216 -2.73653 -0.1182 0.1346 -0.0009 0.001
C 2.34945 3.77738 -1.60174 0.0731 -0.1579 0.0460 0.000
C 1.82093 3.14229 -0.31467 -0.0884 0.1136 -0.1260 0.000
C 0.44411 2.52293 -0.55181 0.1826 -0.1237 0.0920 0.002
C 2.00360 -1.48582 -0.63792 -0.1094 -0.2159 -0.1112 0.020
C 3.11169 -1.29462 -1.46529 0.0534 0.0224 0.0230 0.005
C 4.22395 -0.58158 -1.04167 -0.0015 -0.0122 -0.0675 0.002
C 4.24915 -0.05234 0.24094 0.0086 0.0148 0.0345 0.000
C 3.16712 -0.24378 1.08702 0.1067 -0.0583 0.0439 0.002
C 2.04388 -0.95635 0.66438 0.1158 0.1407 0.0578 0.002
P 0.53751 -1.25637 1.66991 -0.0950 0.2929 -0.0195 0.105
C 0.89294 -2.63550 2.87548 -0.2228 -0.0427 -0.1980 0.013
C 0.94600 -4.02470 2.21952 0.0781 0.0927 -0.1036 0.000
C 2.34115 -4.41367 1.73216 -0.0523 -0.0243 0.2006 0.000
C 3.34997 -4.32545 2.87393 -0.0019 0.1190 -0.1232 0.000
C 3.41141 -2.88939 3.38388 -0.1079 -0.1175 0.1043 0.000
C 2.03978 -2.42160 3.87723 0.0670 0.0515 -0.1176 0.007
C 0.18167 0.13203 2.91007 -0.0649 0.0152 -0.3274 0.027
C 1.16943 1.29841 2.99294 -0.0640 -0.0063 0.2163 0.004
C 0.67016 2.39548 3.93796 -0.0178 0.0378 -0.1479 0.002
C -0.71658 2.89075 3.54110 -0.0161 -0.0768 0.1526 0.000
C -1.70499 1.72871 3.56321 0.1462 0.0598 -0.1293 0.001
C -1.25080 0.62704 2.61109 0.1050 -0.0627 0.2242 0.013
H 2.17832 -4.13495 -2.02780 -0.0013 0.0038 -0.0137 0.009
H 0.53015 -4.72336 -2.34747 0.0105 -0.0452 0.0255 0.000
H 1.18450 -4.78169 -0.71331 0.0158 0.0064 -0.0041 0.001
H 1.07011 -3.32567 -4.11710 -0.0270 -0.0127 -0.0262 0.002
H 0.23675 -2.66749 -6.33426 -0.0017 -0.0077 0.0113 0.000
H -1.28478 -0.72046 -6.54709 0.0023 -0.0014 0.0034 0.001
H -1.85892 0.60107 -4.57689 0.0205 -0.0303 -0.0014 0.000
H -3.22869 0.66697 -2.38756 -0.0400 0.0146 0.0417 0.000
H -3.36495 2.38653 -3.84566 0.0324 -0.0344 -0.0475 0.001
H -1.61406 2.43291 -3.83292 -0.0110 0.0159 -0.0304 0.000
H -2.48027 4.67323 -3.45279 0.0344 0.0098 0.0149 0.000
H -1.71562 4.12470 -1.97539 0.0409 0.0267 -0.0151 0.000
H -4.67199 4.40346 -2.58272 -0.0004 0.0498 0.0205 0.000
H -3.76540 5.03656 -1.21707 -0.0361 0.0114 -0.0097 0.000
H -4.99989 2.32570 -1.59913 -0.0233 -0.0034 0.0306 0.000
H -4.74447 3.22394 -0.11687 -0.0333 -0.0360 -0.0033 0.000
H -3.33803 1.21985 -0.10498 0.0482 0.0054 0.0332 0.001
H -2.28328 2.62309 -0.25602 -0.0329 -0.0291 -0.0122 0.000
H 1.26417 0.75478 -1.40028 0.0527 -0.0425 0.0263 0.000
H 0.31707 2.97054 -3.25613 -0.0666 -0.0169 -0.0319 0.000
H 1.01875 1.43606 -3.78946 -0.0369 0.0125 -0.0175 0.000
H 2.74729 3.21973 -3.65526 0.0289 -0.0337 0.0054 0.000
H 3.07608 1.94751 -2.47355 0.0258 -0.0234 -0.0296 0.000
H 1.69384 4.60767 -1.88820 0.0222 0.0325 -0.0016 0.000
H 3.34795 4.19098 -1.43576 -0.0223 0.0336 -0.0124 0.000
H 1.76641 3.89003 0.48253 0.0196 -0.0281 0.0260 0.000
H 2.51292 2.35890 0.00992 0.0193 -0.0046 0.0350 0.000
H -0.25999 3.31774 -0.81236 -0.0256 -0.0055 0.0234 0.000
H 0.07671 2.04465 0.35970 -0.0158 0.0677 -0.0261 0.001
H 3.08542 -1.69208 -2.47625 0.0347 0.0019 0.0074 0.001
H 5.06593 -0.43248 -1.70830 -0.0109 -0.0008 -0.0006 0.000
H 5.11222 0.50464 0.58662 -0.0128 0.0088 -0.0070 0.000
H 3.21083 0.16171 2.08850 0.0841 -0.0963 -0.1243 0.000
H -0.04837 -2.59890 3.43689 -0.0196 -0.0075 -0.0172 0.001
H 0.22453 -4.05886 1.39893 0.0058 -0.0696 0.0480 0.001
H 0.62133 -4.76238 2.96119 -0.0396 0.0013 -0.0136 0.000
H 2.65365 -3.74411 0.92660 0.0543 -0.0318 -0.0579 0.000
H 2.31513 -5.42852 1.32754 -0.0089 0.0270 -0.0563 0.000
H 4.33822 -4.64729 2.53520 -0.0019 -0.0222 0.0380 0.000
H 3.04318 -4.99420 3.68638 0.0267 -0.0275 -0.0027 0.000
H 3.75732 -2.25298 2.57154 0.0666 0.0870 -0.0631 0.000
H 4.13392 -2.80151 4.20066 0.0010 0.0339 -0.0207 0.000
H 2.09036 -1.37068 4.17989 -0.0057 -0.0410 0.0571 0.000
H 1.79578 -2.99904 4.77637 -0.0163 0.0429 0.0322 0.001
H 0.16179 -0.35532 3.89063 0.0072 -0.0579 -0.0040 0.001
H 1.33799 1.72106 1.99949 0.0573 -0.0007 0.0336 0.000
H 2.13334 0.94230 3.36495 -0.0704 0.0656 -0.0151 0.000
H 1.38558 3.22281 3.94532 0.0168 -0.0196 0.0228 0.000
H 0.62662 1.99594 4.95721 0.0131 0.0136 0.0235 0.000
H -0.67370 3.31422 2.53077 -0.0232 0.0282 -0.0017 0.000
H -1.04403 3.68544 4.21671 0.0163 0.0277 -0.0360 0.000
H -2.70354 2.06631 3.27739 -0.0218 -0.0385 0.0363 0.000
H -1.76996 1.32893 4.58105 -0.0461 0.0213 0.0165 0.000
H -1.28853 1.00115 1.58364 -0.0758 -0.0446 -0.0153 0.006
H -1.93951 -0.21927 2.66864 -0.0157 -0.0144 -0.1269 0.003
S -2.32969 -3.25380 1.52764 0.1166 0.1764 -0.0012 0.237
C -3.80948 -2.49928 1.09466 -0.1828 -0.0490 0.0937 0.027
S -3.72463 -1.39703 -0.22821 0.1239 0.0582 -0.0970 0.164
C -4.99815 -2.73036 1.77515 0.1207 0.0843 -0.1707 0.019
C -6.20031 -2.06910 1.41207 -0.2357 0.1476 -0.1085 0.007
N -7.19337 -1.54312 1.14659 0.0642 -0.0280 0.0088 0.009
C -5.08779 -3.60342 2.88793 0.0603 -0.2228 0.2254 0.009
N -5.20515 -4.30244 3.79945 0.0367 0.0383 -0.0487 0.010
```
Forces are in eV/Å.

Its spin multiplicity is 3. The value obtained for the calculated total energy is -98000.4668 eV. The value obtained for the HOMO-LUMO gap (alpha / beta) is 5.6301 / 6.7476 eV. The charge is -1.